(w)
Formula: C4H11NOS
Source: OMol25
Level of theory: ωB97M-V/def2-TZVPD

Spin multiplicity: 1
Structure (SMILES): C[C@H](CS)NCO
HOMO: -8.95 eV
Net charge: 0

Positions of all 18 atoms, in Å:
C 0.80 0.30 1.78
C 0.29 -0.05 0.39
C 1.29 -0.89 -0.46
S 1.43 -2.62 0.15
N -0.19 1.09 -0.42
C -1.38 0.77 -1.15
O -2.55 1.03 -0.33
H -0.04 0.42 2.46
H 1.40 1.21 1.80
H 1.40 -0.55 2.12
H -0.52 -0.78 0.48
H 0.94 -0.90 -1.48
H 2.32 -0.52 -0.43
H 1.02 -3.30 -0.93
H -0.25 1.89 0.18
H -1.45 1.41 -2.03
H -1.46 -0.28 -1.40
H -3.05 1.76 -0.73

Löwdin atomic charge list, values in e, 5 entries: C -0.054; C -0.488; C -0.498; S 0.687; N -0.020

---

(x)
Formula: C4H11NOS
Source: OMol25
Level of theory: ωB97M-V/def2-TZVPD

Spin multiplicity: 1
Structure (SMILES): CC(C)[S@](C)(=N)=O
HOMO: -9.03 eV
Net charge: 0

Positions of all 18 atoms, in Å:
C -2.02 -0.55 -0.23
C -0.78 0.06 0.29
C -0.62 1.60 0.19
S 0.89 -0.62 -0.58
C 2.00 -0.52 0.93
N 1.47 0.29 -1.67
O 0.85 -2.08 -0.78
H -2.29 -0.40 -1.20
H -2.21 -1.59 -0.10
H -2.82 -0.16 0.37
H -0.59 -0.43 1.38
H 0.37 1.91 0.27
H -1.37 2.17 0.88
H -0.96 2.07 -0.82
H 2.91 -1.03 0.68
H 2.17 0.59 1.29
H 1.50 -1.15 1.72
H 1.50 -0.16 -2.62

Löwdin atomic charge list, values in e, 5 entries: C -0.124; C -0.414; C -0.123; S 0.674; C -0.175

---

(y)
Formula: C4H11NOS
Source: OMol25
Level of theory: ωB97M-V/def2-TZVPD

Spin multiplicity: 1
Structure (SMILES): N[C@H](CO)CCS
HOMO: -9.30 eV
Net charge: 0

Positions of all 18 atoms, in Å:
N 0.77 0.59 -1.54
C 0.73 0.21 -0.11
C 2.16 0.00 0.37
O 3.02 1.06 -0.02
C -0.05 -1.08 0.07
C -1.55 -1.04 -0.19
S -2.49 0.09 0.87
H -0.16 0.43 -1.93
H 0.88 1.60 -1.58
H 0.31 1.05 0.46
H 2.22 -0.06 1.45
H 2.53 -0.95 -0.01
H 2.98 1.09 -0.99
H 0.10 -1.47 1.08
H 0.41 -1.81 -0.60
H -1.77 -0.83 -1.24
H -1.96 -2.01 0.05
H -1.83 1.21 0.58

Löwdin atomic charge list, values in e, 5 entries: N 0.048; C -0.419; C -0.244; O -0.064; C -0.252

---

(z)
Formula: C4H11NOS
Source: OMol25
Level of theory: ωB97M-V/def2-TZVPD

Spin multiplicity: 1
Structure (SMILES): OCNCCCS
HOMO: -8.94 eV
Net charge: 0

Positions of all 18 atoms, in Å:
O 0.82 -0.90 -3.46
C 0.38 -0.05 -2.39
N 0.87 -0.49 -1.10
C 0.28 0.38 -0.08
C -0.25 -0.44 1.14
C -0.28 0.35 2.45
S -1.55 1.63 2.39
H 1.59 -1.37 -3.13
H -0.71 -0.09 -2.45
H 0.79 0.94 -2.58
H 0.94 -1.41 -0.73
H -0.54 0.98 -0.48
H 0.95 1.12 0.36
H -1.30 -0.69 0.92
H 0.37 -1.33 1.14
H -0.44 -0.31 3.30
H 0.73 0.76 2.57
H -2.65 0.92 2.12

Löwdin atomic charge list, values in e, 5 entries: O -0.059; C -0.298; N -0.055; C -0.256; C -0.271

---

Most stable: (y)

---

(w)
Formula: C4H11NOS
Source: OMol25
Level of theory: ωB97M-V/def2-TZVPD

Spin multiplicity: 1
Structure (SMILES): OCNCCCS
HOMO: -8.87 eV
Net charge: 0

Positions of all 18 atoms, in Å:
O 2.91 -0.45 -0.90
C 1.54 -0.12 -0.96
N 1.09 0.34 0.35
C 0.00 0.20 1.44
C -1.46 0.12 0.94
C -1.90 -0.75 -0.29
S -1.51 0.11 -1.94
H 3.38 0.23 -0.46
H 1.50 0.70 -1.71
H 1.13 -1.02 -1.33
H 1.51 1.28 0.42
H 0.15 -0.73 2.02
H 0.16 1.01 2.16
H -1.69 1.19 0.70
H -2.09 -0.11 1.79
H -2.95 -0.94 -0.14
H -1.49 -1.78 -0.38
H -0.29 0.72 -1.72

Löwdin atomic charge list, values in e, 5 entries: O -0.050; C -0.356; N -0.034; C -0.177; C -0.267

---

(x)
Formula: C4H11NOS
Source: OMol25
Level of theory: ωB97M-V/def2-TZVPD

Spin multiplicity: 1
HOMO: -8.09 eV
Net charge: 0

Positions of all 18 atoms, in Å:
C 1.02 1.40 0.63
C 0.62 -1.09 0.84
C 0.68 -0.02 -1.49
C 0.45 0.18 -0.05
N -2.08 -0.87 0.71
O -2.32 0.43 -1.37
S -1.67 0.52 0.22
H 2.07 1.32 0.89
H 0.91 2.31 0.11
H 0.55 1.65 1.67
H 1.55 -1.62 0.66
H -0.17 -1.79 0.73
H 0.84 -0.60 1.75
H 0.13 0.55 -2.13
H 1.65 0.24 -1.75
H 0.47 -1.08 -1.60
H -2.32 -1.02 1.69
H -2.37 -0.49 -1.52

Löwdin atomic charge list, values in e, 5 entries: C -0.133; C -0.093; C -0.087; C -0.566; N -0.400

---

Most stable: (w)

---

(w)
Formula: C6H12O4
Source: OMol25
Level of theory: ωB97M-V/def2-TZVPD

Spin multiplicity: 1
Structure (SMILES): COC(C)=O.COC(C)=O
HOMO: -10.50 eV
Net charge: 0

Positions of all 22 atoms, in Å:
C -1.06 2.47 -1.19
O -1.98 1.52 -0.65
C -2.00 0.34 -1.32
C -2.99 -0.61 -0.69
O -1.31 0.10 -2.29
H -1.14 3.38 -0.56
H -1.30 2.74 -2.23
H -0.02 2.11 -1.15
H -2.71 -0.81 0.36
H -4.00 -0.17 -0.71
H -3.00 -1.56 -1.24
C 1.69 0.41 2.37
O 2.27 -0.18 1.20
C 1.77 -1.40 0.88
C 2.43 -1.93 -0.35
O 0.91 -1.95 1.52
H 2.17 1.38 2.52
H 1.86 -0.21 3.27
H 0.60 0.57 2.26
H 2.27 -1.25 -1.21
H 3.52 -2.03 -0.20
H 2.02 -2.92 -0.61

Löwdin atomic charge list, values in e, 5 entries: C -0.065; O -0.058; C -0.546; C 0.013; O 0.090

---

(x)
Formula: C6H12O4
Source: OMol25
Level of theory: ωB97M-V/def2-TZVPD

Spin multiplicity: 1
Structure (SMILES): COC(C)=O.COC(C)=O
HOMO: -10.39 eV
Net charge: 0

Positions of all 22 atoms, in Å:
C 1.38 -1.95 -0.92
O 0.15 -1.32 -1.17
C -0.91 -1.68 -0.48
C -1.98 -0.63 -0.51
O -1.02 -2.71 0.18
H 1.34 -2.52 0.03
H 2.23 -1.25 -0.86
H 1.56 -2.65 -1.75
H -1.63 0.14 -1.21
H -1.89 -0.23 0.52
H -3.04 -0.84 -0.72
C 0.32 0.39 2.18
O 0.31 0.71 0.83
C 0.45 2.02 0.42
C 0.28 2.16 -1.04
O 0.68 3.03 1.14
H 0.46 -0.71 2.25
H -0.65 0.65 2.63
H 1.12 0.88 2.77
H 0.72 1.24 -1.46
H 0.86 3.03 -1.41
H -0.76 2.26 -1.40

Löwdin atomic charge list, values in e, 5 entries: C -0.054; O -0.061; C -0.556; C 0.026; O 0.073

---

(y)
Formula: C6H12O4
Source: OMol25
Level of theory: ωB97M-V/def2-TZVPD

Spin multiplicity: 1
HOMO: -7.35 eV
Net charge: 0

Positions of all 22 atoms, in Å:
C -0.58 1.16 -0.62
C -0.47 2.37 0.28
C -1.36 -0.35 0.16
O -1.30 -1.25 -0.95
O 0.47 1.04 -1.57
O -2.44 0.05 0.61
H -2.05 -1.02 -1.52
H 1.31 1.21 -1.15
H -1.48 1.26 -1.22
H -1.24 2.32 1.05
H -0.61 3.30 -0.28
H 0.51 2.45 0.77
C 1.79 -1.77 -0.59
C 0.79 -0.34 1.04
C -0.37 -1.14 1.27
O 1.78 -0.58 0.24
H 0.94 0.58 1.59
H 2.68 -1.67 -1.21
H 1.85 -2.65 0.04
H 0.89 -1.79 -1.20
H -0.30 -2.19 1.02
H -0.81 -0.98 2.25

Löwdin atomic charge list, values in e, 5 entries: C -0.326; C -0.067; C -0.634; O -0.019; O -0.047

---

Most stable: (w)

---

(w)
Formula: C2H4NPS
Source: OMol25
Level of theory: ωB97M-V/def2-TZVPD

Spin multiplicity: 1
HOMO (alpha / beta): -9.48 / -7.32 eV
Net charge: 0

Positions of all 9 atoms, in Å:
C 0.12 -1.31 -0.19
C 0.29 0.05 0.37
N -0.96 -1.87 -0.38
P -3.46 -0.36 0.88
S -4.63 0.37 -0.40
H 0.95 -1.89 -0.75
H 0.46 -0.02 1.51
H -0.66 0.47 0.38
H 1.11 0.61 0.12

Löwdin atomic charge list, values in e, 5 entries: C -0.381; C -0.099; N 0.114; P 0.137; S -0.052

---

(x)
Formula: C2H4NPS
Source: OMol25
Level of theory: ωB97M-V/def2-TZVPD

Spin multiplicity: 1
Structure (SMILES): C1=NPCS1
HOMO (alpha / beta): -8.10 / -8.10 eV
Net charge: 0

Positions of all 9 atoms, in Å:
C -1.34 -0.05 -1.24
N 0.06 0.60 -1.80
P 1.35 0.48 -0.74
C 0.37 -0.48 0.58
S -1.38 -0.61 0.29
H -2.24 -0.11 -2.00
H 1.11 1.63 -0.04
H 0.63 -1.51 0.34
H 0.90 -0.25 1.61

Löwdin atomic charge list, values in e, 5 entries: C -0.504; N -0.391; P 0.707; C -0.735; S 0.855

---

Most stable: (w)

---

(w)
Formula: C3H2NOS
Source: OMol25
Level of theory: ωB97M-V/def2-TZVPD

Spin multiplicity: 1
Structure (SMILES): [S-]c1cnoc1
HOMO: -2.71 eV
Net charge: -1

Positions of all 8 atoms, in Å:
S 0.33 2.01 1.30
C 0.14 0.62 0.36
C -0.88 -0.38 0.52
N -0.79 -1.35 -0.34
O 0.26 -1.12 -1.16
C 0.86 0.16 -0.71
H -1.66 -0.38 1.26
H 1.75 0.44 -1.23

Löwdin atomic charge list, values in e, 5 entries: S 0.258; C -0.924; C -0.219; N -0.030; O -0.153

---

(x)
Formula: C3H2NOS
Source: OMol25
Level of theory: ωB97M-V/def2-TZVPD

Spin multiplicity: 1
Structure (SMILES): [O-]/C=N\C=C=S
HOMO: -2.70 eV
Net charge: -1

Positions of all 8 atoms, in Å:
O -1.26 -1.81 0.03
C -1.38 -0.67 -0.43
N -0.78 0.49 -0.17
C 0.40 0.81 0.41
C 1.60 0.30 0.17
S 2.95 -0.48 0.02
H -2.05 -0.38 -1.20
H 0.51 1.76 1.16

Löwdin atomic charge list, values in e, 5 entries: O -0.099; C -0.519; N -0.034; C -0.355; C -0.736

---

Most stable: (w)

---

(w)
Formula: C5H12N2O
Source: OMol25
Level of theory: ωB97M-V/def2-TZVPD

Spin multiplicity: 1
Structure (SMILES): N/C=C/N.C=CCO
HOMO: -8.48 eV
Net charge: 0

Positions of all 20 atoms, in Å:
N 0.87 1.92 2.38
C 1.07 1.67 0.99
C 0.34 2.29 0.07
N 0.37 2.02 -1.31
H 1.72 1.95 2.90
H 0.34 1.16 2.78
H 1.82 0.92 0.71
H -0.38 3.02 0.42
H -0.13 2.67 -1.89
H 0.05 1.08 -1.54
C -1.94 -1.84 -1.54
C -0.73 -2.24 -1.17
C 0.01 -1.58 -0.05
O 0.61 -2.63 0.73
H -2.46 -2.29 -2.37
H -2.48 -1.06 -1.02
H -0.19 -3.01 -1.71
H 0.75 -0.86 -0.39
H -0.70 -1.02 0.57
H 1.05 -2.18 1.45

Löwdin atomic charge list, values in e, 5 entries: N 0.002; C -0.246; C -0.222; N 0.028; H 0.058

---

(x)
Formula: C5H12N2O
Source: OMol25
Level of theory: ωB97M-V/def2-TZVPD

Spin multiplicity: 1
Structure (SMILES): CN[C@H](C)CNC=O
HOMO: -8.88 eV
Net charge: 0

Positions of all 20 atoms, in Å:
C -1.19 -1.97 -0.81
N -0.75 -1.02 0.09
C 0.53 -0.38 -0.14
C 1.82 -1.10 0.44
C 0.60 1.13 0.15
N -0.81 1.60 -0.10
C -1.07 2.95 0.24
O -0.17 3.73 0.26
H -1.00 -1.68 -1.81
H -2.28 -2.04 -0.78
H -0.87 -2.95 -0.47
H -0.79 -1.28 1.06
H 0.83 -0.51 -1.19
H 1.71 -1.29 1.48
H 1.99 -2.04 -0.07
H 2.84 -0.36 0.45
H 0.89 1.30 1.18
H 1.34 1.63 -0.53
H -1.52 1.06 0.18
H -2.08 3.26 0.37

Löwdin atomic charge list, values in e, 5 entries: C -0.142; N -0.119; C -0.399; C -0.062; C -0.135

---

(y)
Formula: C5H12N2O
Source: OMol25
Level of theory: ωB97M-V/def2-TZVPD

Spin multiplicity: 1
HOMO: -9.05 eV
Net charge: 0

Positions of all 20 atoms, in Å:
C -0.87 2.48 0.25
C -0.07 1.40 -0.50
C -0.04 0.03 -0.30
C 0.41 -0.75 -1.38
C -1.00 -0.46 0.72
H -1.26 3.48 -0.62
H -1.94 2.10 1.01
H 0.18 2.99 0.96
H 0.17 1.58 -1.48
H 1.20 -0.07 -2.10
H -0.56 -1.05 -1.96
H 2.06 -1.98 -0.46
H 0.52 -2.61 -0.17
H -2.20 -0.46 0.36
H -0.85 0.79 1.15
H -1.05 -1.39 2.33
H 0.56 -1.08 1.85
N 1.17 -2.15 -1.00
N -0.34 -1.54 1.56
O 0.86 0.92 0.30

Löwdin atomic charge list, values in e, 5 entries: C -0.081; C -0.491; C -0.623; C -0.150; C -0.191

---

Most stable: (x)